Entry from OMol25: a molecular structure, C45H61N8O2P2Tl (ωB97M-V/def2-TZVPD).

LUMO (spin up / spin down) in eV: 3.96 / 3.96
HOMO-LUMO gap (spin up / spin down) in eV: 3.9 / 3.9
Molecular weight in g mol⁻¹: 1012.37

ORCA input file:
```
! wB97M-V def2-TZVPD RIJCOSX def2/J DEFGRID3
* xyz -2 1
Tl -0.217 0.329 1.008
N -2.763 -1.059 1.993
N -3.925 -1.469 1.326
C -4.142 -1.117 0.044
N -5.136 -1.827 -0.576
N -3.391 -0.152 -0.447
N -3.640 0.258 -1.728
O -2.760 0.899 -2.247
O -4.741 0.075 -2.277
H -1.926 -1.698 1.744
H -2.964 -1.025 2.982
H -4.346 -2.343 1.610
H -5.182 -2.798 -0.319
H -5.275 -1.594 -1.547
C 3.814 6.847 0.144
C 3.125 7.142 -1.024
C 2.290 6.195 -1.598
C 2.121 4.935 -1.019
C 2.811 4.662 0.161
C 3.656 5.603 0.734
P 1.034 3.591 -1.687
C -0.385 4.574 -2.331
C -1.160 4.042 -3.362
C -2.365 4.619 -3.723
C -2.831 5.750 -3.063
C -2.074 6.293 -2.037
C -0.867 5.709 -1.673
C 1.874 3.161 -3.276
C 1.828 4.103 -4.301
C 2.202 3.756 -5.601
C 2.571 2.469 -5.887
C 2.649 1.473 -4.883
C 2.979 0.143 -5.211
C 3.042 -0.809 -4.198
C 2.872 -0.488 -2.875
C 2.645 0.872 -2.473
C 2.370 1.855 -3.524
H 4.468 7.585 0.594
H 3.237 8.114 -1.492
H 1.753 6.442 -2.504
H 2.695 3.691 0.621
H 4.188 5.357 1.645
H -0.819 3.154 -3.881
H -2.954 4.167 -4.512
H -3.781 6.191 -3.339
H -2.423 7.172 -1.506
H -0.298 6.142 -0.859
H 1.430 5.089 -4.114
H 2.153 4.499 -6.391
H 2.807 2.181 -6.907
H 3.152 -0.121 -6.248
H 3.265 -1.843 -4.451
H 2.974 -1.235 -2.101
C -1.272 3.883 1.529
N -1.320 2.762 2.435
C -2.674 2.447 2.827
C -0.445 2.905 3.582
C -0.155 1.583 4.271
C -0.104 1.560 5.665
C 0.194 0.383 6.341
C 0.426 -0.772 5.606
C 0.368 -0.726 4.215
C 0.097 0.442 3.491
H -1.629 4.825 1.994
H -1.903 3.676 0.663
H -0.251 4.041 1.176
H -3.155 3.296 3.353
H -2.669 1.583 3.490
H -3.268 2.189 1.949
H -0.882 3.619 4.311
H 0.494 3.352 3.240
H -0.316 2.466 6.229
H 0.227 0.366 7.426
H 0.645 -1.707 6.116
H 0.522 -1.652 3.664
N 3.367 1.329 -0.162
C 2.588 1.172 -1.142
H 2.828 1.396 0.712
C -0.451 -6.529 1.831
C -0.994 -5.096 1.879
C -0.963 -4.593 3.331
C -2.474 -5.144 1.482
P -0.147 -3.756 0.786
N -0.609 -2.348 1.161
C 1.737 -4.037 0.958
C 2.343 -5.237 0.218
C 2.093 -4.190 2.442
C 2.431 -2.756 0.475
C -0.604 -4.144 -1.037
C 0.352 -3.344 -1.936
C -0.611 -5.603 -1.503
C -1.991 -3.531 -1.293
H -1.088 -7.177 2.448
H 0.558 -6.598 2.236
H -0.441 -6.946 0.824
H -1.753 -5.097 3.903
H -1.129 -3.514 3.359
H -0.018 -4.806 3.827
H -3.029 -5.707 2.242
H -2.633 -5.638 0.525
H -2.883 -4.132 1.430
H 1.893 -6.189 0.507
H 3.411 -5.294 0.460
H 2.271 -5.139 -0.865
H 1.806 -5.160 2.846
H 1.637 -3.405 3.046
H 3.180 -4.103 2.545
H 2.488 -2.703 -0.607
H 3.456 -2.733 0.860
H 1.908 -1.867 0.830
H 1.352 -3.772 -1.981
H 0.431 -2.305 -1.611
H -0.044 -3.344 -2.956
H 0.339 -6.112 -1.334
H -0.806 -5.631 -2.582
H -1.399 -6.188 -1.023
H -2.016 -2.524 -0.870
H -2.804 -4.122 -0.871
H -2.155 -3.468 -2.374
*
```


Entry from OMol25: 8 unconnected molecules or ions with the total composition C41H70BF5N11O12 (ωB97M-V/def2-TZVPD).

LUMO in eV: -4.69
HOMO-LUMO gap in eV: 5.7
Molecular weight in g mol⁻¹: 1014.88

ORCA input file:
```
! wB97M-V def2-TZVPD RIJCOSX def2/J DEFGRID3
* xyz 1 1
C 5.293 -0.975 -2.098
C 4.739 0.324 -2.857
O 5.171 1.511 -2.146
C 3.159 0.298 -3.186
C 2.214 0.067 -1.923
C 1.696 -1.289 -1.443
B 2.177 -2.602 -2.341
O 1.509 -2.705 -3.637
N 3.204 -3.578 -1.900
C 2.878 -4.851 -2.675
C 3.053 -3.948 -0.451
N 0.861 -1.627 -0.372
N 0.479 -0.524 0.266
C -0.494 -0.825 1.399
F -0.545 -2.257 1.632
F -0.079 -0.299 2.652
C -1.979 -0.449 0.956
C -2.779 -1.583 0.192
C -4.250 -1.382 -0.319
C -4.981 -0.022 -0.130
C -4.174 1.106 0.624
C -4.964 2.506 0.782
F -4.395 3.370 -0.234
F -6.338 2.370 0.427
F -4.747 3.141 2.030
C -2.719 0.891 1.172
C 0.779 0.817 0.020
O 0.199 1.861 0.833
C 1.138 2.356 1.778
N 1.942 2.430 2.689
C 1.717 1.296 -1.109
C 2.053 2.825 -1.384
C 1.121 3.509 -2.514
O 1.514 3.537 -3.709
O -0.113 4.063 -2.043
H 5.219 -1.890 -2.800
H 4.658 -1.177 -1.145
H 6.390 -0.829 -1.818
H 5.274 0.352 -3.886
H 5.152 1.262 -1.184
H 2.941 -0.399 -4.080
H 2.907 1.363 -3.577
H 1.085 -1.825 -3.825
H 1.744 -5.070 -2.614
H 3.213 -4.761 -3.773
H 3.401 -5.770 -2.230
H 3.399 -3.073 0.205
H 1.975 -4.297 -0.223
H 3.727 -4.862 -0.268
H -2.323 -2.620 -0.032
H -4.776 -2.251 -0.833
H -6.048 0.098 -0.511
H -2.177 1.746 1.702
H 2.007 3.512 -0.473
H 3.131 2.896 -1.785
H -0.705 3.990 -2.843
C 8.686 -3.066 -4.329
C 7.326 -2.600 -4.775
O 6.867 -1.515 -4.437
N 6.602 -3.427 -5.578
C 6.970 -4.735 -6.080
H 9.142 -2.304 -3.697
H 8.595 -3.988 -3.750
H 9.330 -3.226 -5.197
H 5.702 -3.047 -5.836
H 6.955 -4.699 -7.171
H 6.225 -5.455 -5.735
H 7.956 -5.045 -5.742
C 4.299 7.078 -0.953
C 3.424 6.075 -0.253
O 3.371 4.897 -0.604
N 2.678 6.507 0.798
C 2.606 7.842 1.355
H 4.833 6.588 -1.768
H 3.688 7.880 -1.373
H 5.033 7.486 -0.255
H 2.117 5.779 1.217
H 2.906 7.792 2.403
H 1.570 8.182 1.294
H 3.249 8.545 0.828
C -6.374 5.458 6.943
C -6.185 4.002 7.277
O -6.341 3.570 8.412
N -5.830 3.158 6.268
C -5.601 3.476 4.875
H -6.654 6.004 7.844
H -5.441 5.878 6.560
H -7.172 5.572 6.206
H -5.722 2.198 6.568
H -6.296 2.887 4.272
H -4.578 3.190 4.623
H -5.745 4.533 4.662
C -11.995 3.317 6.245
C -10.547 3.731 6.232
O -10.135 4.632 5.511
N -9.689 3.070 7.055
C -9.981 1.989 7.972
H -12.555 3.931 5.540
H -12.088 2.271 5.943
H -12.417 3.462 7.242
H -8.737 3.404 6.991
H -9.700 2.309 8.978
H -9.374 1.127 7.689
H -11.033 1.710 7.961
C 1.256 -9.654 -2.844
C 1.101 -8.163 -2.704
O 1.928 -7.476 -2.114
N 0.001 -7.583 -3.257
C -1.076 -8.221 -3.985
H 2.177 -9.971 -2.355
H 0.417 -10.164 -2.367
H 1.313 -9.926 -3.901
H -0.035 -6.582 -3.122
H -1.122 -7.780 -4.983
H -2.012 -8.016 -3.460
H -0.937 -9.296 -4.070
C 2.449 -0.998 7.492
C 3.561 -1.339 6.535
O 4.500 -2.051 6.857
N 3.495 -0.825 5.274
C 2.474 0.031 4.708
H 2.638 -1.477 8.453
H 2.407 0.083 7.646
H 1.496 -1.363 7.104
H 4.274 -1.097 4.690
H 2.045 -0.478 3.842
H 2.949 0.957 4.380
H 1.685 0.261 5.421
C -1.364 1.201 -5.618
C -1.161 -0.256 -5.299
O -1.316 -0.703 -4.166
N -0.795 -1.084 -6.315
C -0.566 -0.749 -7.705
H -1.653 1.734 -4.712
H -0.435 1.635 -5.994
H -2.161 1.315 -6.356
H -0.678 -2.046 -6.025
H -1.252 -1.337 -8.316
H 0.461 -1.020 -7.957
H -0.719 0.310 -7.905
*
```


Entry from OMol25: 3 unconnected molecules or ions with the total composition C4H12NO5 (ωB97M-V/def2-TZVPD).

Energy relative to the best compared isomer or geometry (same formula, charge and spin) in kcal/mol: 0.00
LUMO (spin up / spin down) in eV: 0.15 / -2.34
⟨S²⟩: 0.759
HOMO-LUMO gap (spin up / spin down) in eV: 10.4 / 8.1
Molecular weight in g mol⁻¹: 154.14

ORCA input file:
```
! wB97M-V def2-TZVPD RIJCOSX def2/J DEFGRID3
* xyz 0 2
C 1.349 1.946 -0.129
O 2.047 0.727 -0.304
C -0.145 1.699 0.162
C -0.240 0.750 1.319
C -0.936 -0.506 1.306
O -1.061 -1.023 2.604
O -1.285 -1.205 0.382
N -0.795 1.300 -1.112
H 1.799 2.557 0.661
H 1.438 2.475 -1.071
H -0.637 2.633 0.454
H 0.042 1.106 2.300
H 2.210 0.289 0.543
H -0.365 -1.669 2.735
H -1.798 1.349 -0.928
H -0.685 0.291 -1.175
H 1.253 -2.517 0.007
H -0.238 -2.874 -0.192
O 0.612 -3.224 0.084
H -0.807 -0.770 -3.086
H -0.865 -1.647 -1.803
O -0.894 -1.690 -2.758
*
```


Entry from OMol25: a molecular structure, C7H4ClLaO2S4Sb (ωB97M-V/def2-TZVPD).

LUMO in eV: 1.06
HOMO-LUMO gap in eV: 5.6
Molecular weight in g mol⁻¹: 544.49

ORCA input file:
```
! wB97M-V def2-TZVPD RIJCOSX def2/J DEFGRID3
* xyz -1 1
La 0.095 2.095 -1.045
S -0.453 5.452 -4.480
Sb 0.328 5.237 -2.388
S 1.934 3.384 -2.448
S -1.485 4.219 -1.086
S 1.240 6.780 -1.041
Cl -0.382 -5.056 2.140
C -0.156 -3.390 1.686
C 0.427 -2.500 2.599
C 0.621 -1.184 2.280
C 0.241 -0.666 1.013
O 0.426 0.571 0.719
C -0.350 -1.588 0.096
C -0.793 -1.236 -1.227
O -0.737 -0.128 -1.768
C -0.539 -2.941 0.454
H 0.728 -2.862 3.575
H 1.071 -0.497 2.984
H -1.227 -2.065 -1.807
H -0.989 -3.625 -0.255
*
```


Entry from OMol25: a molecular structure, C38H38IrN6O3P2 (ωB97M-V/def2-TZVPD).

Energy relative to the best compared isomer or geometry (same formula, charge and spin) in kcal/mol: 65.08
LUMO (spin up / spin down) in eV: -6.29 / -6.72
⟨S²⟩: 0.777
HOMO-LUMO gap (spin up / spin down) in eV: 6.6 / 6.4
Molecular weight in g mol⁻¹: 880.93

ORCA input file:
```
! wB97M-V def2-TZVPD RIJCOSX def2/J DEFGRID3
* xyz 2 2
Ir 0.477 -0.844 -0.225
C -1.097 -6.221 0.558
N -0.257 -5.084 0.169
C 0.919 -5.168 -0.528
C 1.383 -3.896 -0.662
N 0.505 -3.041 -0.043
C -0.484 -3.779 0.438
P -1.947 -3.159 1.309
C -2.463 -1.995 0.035
N -1.647 -1.225 -0.657
C -2.378 -0.677 -1.680
C -3.662 -1.114 -1.578
N -3.707 -1.945 -0.489
C -4.904 -2.620 0.022
C -1.043 -1.965 2.309
N -0.250 -0.984 1.862
C 0.233 -0.347 2.982
C -0.277 -0.939 4.089
N -1.079 -1.958 3.654
C -1.819 -2.884 4.517
H -0.720 -7.113 0.068
H -2.126 -6.055 0.248
H -1.067 -6.369 1.635
H 1.315 -6.105 -0.879
H 2.273 -3.536 -1.149
H -1.922 -0.057 -2.432
H -4.533 -0.894 -2.172
H -5.778 -2.181 -0.449
H -4.977 -2.491 1.098
H -4.876 -3.682 -0.212
H 0.911 0.480 2.926
H -0.130 -0.729 5.134
H -1.489 -2.738 5.541
H -1.620 -3.912 4.228
H -2.888 -2.693 4.457
C 2.783 -1.143 -4.124
C 2.802 -0.413 -2.793
C 3.897 0.629 -2.705
O 2.912 -1.364 -1.709
C 1.415 0.218 -2.541
O 1.350 1.442 -2.443
O 0.420 -0.579 -2.336
H 3.738 -1.643 -4.289
H 2.618 -0.437 -4.940
H 1.987 -1.887 -4.134
H 4.863 0.169 -2.928
H 3.929 1.074 -1.709
H 3.723 1.427 -3.424
H 3.808 -1.311 -1.356
C -1.871 5.229 -3.276
C -1.234 4.180 -3.918
C -0.657 3.157 -3.179
C -0.717 3.183 -1.783
C -1.376 4.240 -1.140
C -1.935 5.261 -1.889
P 0.002 1.895 -0.731
C -1.196 1.945 0.666
C -2.545 1.682 0.413
C -3.485 1.781 1.425
C -3.089 2.140 2.710
C -1.756 2.413 2.967
C -0.808 2.303 1.954
C 1.532 2.471 -0.012
C 1.962 3.761 -0.161
C 3.187 4.174 0.413
C 3.960 3.272 1.082
C 3.554 1.919 1.215
C 4.373 0.962 1.864
C 3.963 -0.333 1.986
C 2.700 -0.721 1.480
C 1.895 0.168 0.806
C 2.311 1.517 0.669
H -2.323 6.024 -3.855
H -1.187 4.153 -4.998
H -0.160 2.347 -3.684
H -1.430 4.281 -0.061
H -2.423 6.085 -1.385
H -2.862 1.427 -0.588
H -4.531 1.600 1.211
H -3.821 2.224 3.502
H -1.447 2.728 3.956
H 0.225 2.556 2.162
H 1.361 4.478 -0.706
H 3.508 5.201 0.305
H 4.908 3.572 1.512
H 5.326 1.279 2.272
H 4.587 -1.066 2.480
H 2.379 -1.747 1.627
*
```


Entry from OMol25: a molecular structure, C7H8BO11SSn (ωB97M-V/def2-TZVPD).

Energy relative to the best compared isomer or geometry (same formula, charge and spin) in kcal/mol: 0.00
LUMO in eV: -8.62
HOMO-LUMO gap in eV: 2.7
Molecular weight in g mol⁻¹: 429.72

ORCA input file:
```
! wB97M-V def2-TZVPD RIJCOSX def2/J DEFGRID3
* xyz 1 1
Sn 2.941 -4.746 1.943
O -2.073 -3.233 2.855
C -2.118 -3.597 1.722
O -3.091 -3.654 0.869
B -2.642 -4.241 -0.426
O -1.244 -4.713 -0.122
C -0.902 -4.371 1.054
O 0.192 -4.452 1.599
O -2.676 -3.278 -1.501
C -3.698 -3.548 -2.341
O -4.139 -2.854 -3.192
C -4.294 -4.897 -1.850
O -3.469 -5.334 -0.896
O -5.163 -5.548 -2.326
O -0.884 -6.781 3.066
S 0.244 -7.230 3.792
O 1.549 -6.673 3.423
O -0.121 -6.885 5.298
C 0.721 -7.164 6.441
C -0.180 -7.282 7.667
C 0.370 -9.011 3.822
H 1.519 -6.421 6.488
H 1.296 -8.074 6.233
H -0.034 -8.144 8.311
H -1.199 -7.284 7.284
H 0.010 -6.386 8.255
H -0.628 -9.411 4.005
H 0.947 -9.298 4.697
H 0.713 -9.406 2.870
*
```


Entry from OMol25: C6H12O in the gas phase (ωB97M-V/def2-TZVPD).

Energy relative to the best compared isomer or geometry (same formula, charge and spin) in kcal/mol: 44.88
LUMO in eV: 1.00
HOMO-LUMO gap in eV: 10.3
SMILES: C=CCCCCO
Molecular weight in g mol⁻¹: 100.16

ORCA input file:
```
! wB97M-V def2-TZVPD RIJCOSX def2/J DEFGRID3
* xyz 0 1
C -1.528 0.512 -0.530
O -1.861 -0.876 -0.438
C -1.068 1.059 0.821
C 0.311 0.321 1.129
C 1.483 0.545 0.199
C 1.232 -1.730 -0.908
C 1.765 -0.516 -0.876
H -0.881 0.631 -1.393
H -2.485 0.994 -0.819
H -2.560 -1.075 0.185
H -1.059 2.156 0.841
H -1.776 0.881 1.631
H 0.621 0.474 2.165
H -0.086 -0.691 1.055
H 1.520 1.553 -0.232
H 2.359 0.524 0.825
H 0.770 -2.183 -0.033
H 1.174 -2.396 -1.758
H 2.071 -0.183 -1.866
*
```


Entry from OMol25: C5H7NO2 in the gas phase (ωB97M-V/def2-TZVPD).

Energy relative to the best compared isomer or geometry (same formula, charge and spin) in kcal/mol: 77.53
LUMO in eV: -0.12
HOMO-LUMO gap in eV: 8.5
SMILES: [H]/N=C(/C)C(=C)C(=O)O
Molecular weight in g mol⁻¹: 113.12

ORCA input file:
```
! wB97M-V def2-TZVPD RIJCOSX def2/J DEFGRID3
* xyz 0 1
C -1.279 -1.151 1.046
C 0.682 1.298 0.035
C 0.752 -0.024 -0.466
C -1.075 -0.242 -0.126
C 1.694 -0.728 -1.077
O 1.759 1.893 0.559
N -1.923 -0.033 -1.028
O -0.483 1.656 0.375
H 1.450 2.722 0.966
H -1.736 0.796 -1.592
H -0.516 -0.987 1.805
H -2.269 -0.975 1.474
H -1.235 -2.183 0.695
H 2.562 -0.235 -1.514
H 1.618 -1.809 -1.152
*
```


Entry from OMol25: a gas-phase ion, C5H9FN (charge +1) (ωB97M-V/def2-TZVPD).

Energy relative to the best compared isomer or geometry (same formula, charge and spin) in kcal/mol: 96.93
LUMO (spin up / spin down) in eV: -4.70 / -4.53
HOMO-LUMO gap (spin up / spin down) in eV: 8.6 / 9.0
Molecular weight in g mol⁻¹: 102.13

ORCA input file:
```
! wB97M-V def2-TZVPD RIJCOSX def2/J DEFGRID3
* xyz 1 1
C 1.259 1.089 0.839
C -0.769 0.511 -0.761
C -0.548 -1.619 0.402
C 0.602 0.848 -0.446
C 1.481 -0.195 0.091
N -1.433 -0.639 -0.002
F 2.581 -0.798 -0.320
H 2.135 1.794 0.821
H 0.736 1.172 1.812
H -1.529 1.444 -0.600
H -0.819 0.247 -1.809
H -0.191 -2.306 -0.358
H -0.601 -1.902 1.377
H 1.067 1.374 -1.252
H -1.754 -0.157 0.798
H -2.218 -0.865 -0.593
*
```


Q: Which formula does entry 2 have?
A: C41H70BF5N11O12